This record from the Open Molecules 2025 dataset describes a molecular structure, C44H56F6N9OPSTeTi in a non-equilibrium geometry. The level of theory is wB97M-V/def2-TZVPD.

Positions of all 120 atoms, in Å:
Ti -1.4216 -1.4545 1.6412
N -0.7988 0.2049 3.0717
C -1.3115 0.3947 4.4492
C -2.7551 0.8599 4.4524
N -3.6075 0.0576 3.5833
C -4.2490 -1.0621 4.2674
C -3.4158 -2.3283 4.1596
N -3.0477 -2.5929 2.7448
C -4.5333 0.9025 2.8310
C -3.7949 1.6396 1.7289
N -3.1702 0.6455 0.8567
H 0.2017 0.0292 3.1535
H -0.8835 1.0609 2.5218
H -0.7100 1.1445 4.9691
H -1.1917 -0.5452 4.9828
H -2.7847 1.8975 4.1174
H -3.1191 0.8566 5.4869
H -5.2317 -1.2346 3.8241
H -4.4149 -0.8502 5.3302
H -3.9921 -3.1666 4.5565
H -2.5046 -2.2545 4.7455
H -3.8975 -2.6548 2.1879
H -2.6406 -3.5302 2.7215
H -5.0709 1.6089 3.4770
H -5.2770 0.2590 2.3558
H -3.0148 2.2826 2.1419
H -4.5001 2.2878 1.1995
H -2.5978 1.0874 0.1462
H -3.9037 0.1597 0.3496
S -3.0067 -2.1219 -0.1282
C -2.0729 -3.4746 -0.7421
N -2.5906 -4.1598 -1.7462
N -2.0764 -5.2330 -2.2414
C -1.0833 -6.1388 -1.7547
C -1.0262 -6.5206 -0.4193
C -0.0968 -7.4643 -0.0261
C 0.7715 -8.0296 -0.9557
C 0.6933 -7.6587 -2.2882
C -0.2418 -6.7165 -2.6934
N -0.8186 -3.6845 -0.3422
N -0.3268 -2.9125 0.5397
C 1.1010 -3.0269 0.6399
C 1.8269 -2.0659 1.3333
C 3.2055 -2.1540 1.4202
C 3.8778 -3.1965 0.8048
C 3.1564 -4.1545 0.1023
C 1.7795 -4.0769 0.0175
H -2.5206 -5.4953 -3.1120
H -1.7119 -6.1011 0.3040
H -0.0545 -7.7684 1.0109
H 1.4926 -8.7707 -0.6401
H 1.3567 -8.1042 -3.0165
H -0.3133 -6.4268 -3.7349
H 1.3281 -1.2410 1.8223
H 3.7522 -1.4123 1.9872
H 4.9542 -3.2691 0.8782
H 3.6708 -4.9778 -0.3748
H 1.2207 -4.8352 -0.5113
F -0.5744 -2.3465 3.0747
P 0.3308 -3.6332 4.4239
F 0.9811 -4.5858 5.4556
F 0.7662 -4.3966 3.1156
F -1.0906 -4.3482 4.3196
F -0.3111 -2.6136 5.4611
F 1.5355 -2.6288 4.2376
C 5.2941 7.3932 -0.2483
C 4.1397 6.4342 -0.2595
C 4.2391 5.1782 0.3172
C 3.1767 4.2783 0.3256
C 3.3714 2.9474 0.9965
C 1.9955 4.6764 -0.2913
Te 0.1551 3.5954 -0.3341
N 0.1395 1.7606 0.3964
C 0.1623 0.5758 -0.0880
O -0.5694 -0.3424 0.5093
C 0.9089 -0.0019 -1.2301
C 0.2036 -0.7347 -2.1853
C 0.8892 -1.3700 -3.2058
C 2.2785 -1.3278 -3.2421
C 2.9811 -0.6395 -2.2635
C 2.2971 0.0355 -1.2639
C -0.2111 3.2313 -2.3885
C -1.5635 3.2797 -2.7603
C -2.7150 3.5960 -1.8331
C -1.8842 3.0436 -4.0927
C -0.9176 2.7673 -5.0452
C -1.2805 2.5321 -6.4818
C 0.4138 2.7308 -4.6399
C 0.8026 2.9645 -3.3306
C 2.2732 2.9242 -3.0202
C 1.8312 5.9546 -0.8530
C 0.5356 6.4312 -1.4627
C 2.9240 6.8036 -0.8318
H 6.1947 6.9294 0.1477
H 5.0583 8.2623 0.3674
H 5.5052 7.7560 -1.2542
H 5.1689 4.8796 0.7876
H 3.8689 3.0811 1.9565
H 4.0101 2.3077 0.3855
H 2.4278 2.4346 1.1753
H -0.8778 -0.7940 -2.1281
H 0.3425 -1.9145 -3.9640
H 2.8146 -1.8449 -4.0266
H 4.0627 -0.6302 -2.2754
H 2.8411 0.5501 -0.4865
H -2.4806 3.4826 -0.7753
H -3.5602 2.9453 -2.0570
H -3.0536 4.6227 -1.9850
H -2.9264 3.0823 -4.3881
H -2.3575 2.5531 -6.6326
H -0.9008 1.5690 -6.8241
H -0.8328 3.2990 -7.1153
H 1.1817 2.5282 -5.3774
H 2.8494 3.0286 -3.9374
H 2.5440 1.9702 -2.5699
H 2.5764 3.7224 -2.3486
H -0.2596 6.4993 -0.7136
H 0.2001 5.7855 -2.2774
H 0.6620 7.4278 -1.8793
H 2.8239 7.7885 -1.2728

Force components x, y, z for each atom (eV/Å):
-1.800 0.016 0.145
-0.178 0.011 -0.118
0.040 -0.028 0.099
0.117 -0.103 -0.046
-0.263 0.145 0.139
0.161 -0.040 -0.098
-0.023 0.032 0.058
-0.172 0.015 0.316
0.091 -0.082 0.044
-0.016 -0.010 0.104
0.071 -0.309 -0.088
-0.014 0.012 -0.057
0.037 -0.002 0.082
0.050 -0.058 0.027
0.019 -0.010 -0.047
-0.011 0.010 0.026
0.008 0.035 0.004
0.013 -0.014 -0.047
-0.062 0.010 -0.012
0.051 -0.020 0.020
0.012 -0.012 -0.028
0.093 0.043 -0.029
-0.016 0.044 -0.061
-0.015 0.020 -0.045
-0.051 0.006 0.051
0.001 0.021 -0.034
0.031 -0.005 -0.028
0.077 0.001 0.007
0.003 -0.018 -0.052
0.520 0.073 0.291
-0.404 -0.121 -0.077
0.091 0.074 0.059
-0.044 0.033 -0.103
0.156 -0.094 -0.037
-0.108 -0.076 0.003
-0.012 0.021 -0.003
0.001 0.007 -0.038
0.042 -0.052 0.075
-0.019 0.135 0.000
0.390 0.133 0.033
-0.073 -0.435 -0.348
0.227 -0.001 0.075
-0.112 -0.003 -0.014
0.017 -0.015 0.012
-0.014 0.006 -0.013
0.025 0.029 0.020
-0.129 -0.018 0.031
-0.070 -0.083 0.118
0.001 0.016 0.007
0.002 -0.007 0.005
0.014 0.004 0.004
-0.013 -0.008 -0.019
0.009 0.004 -0.002
0.061 -0.032 0.023
0.012 0.018 -0.003
0.010 -0.009 0.006
-0.003 -0.011 -0.003
0.027 -0.009 -0.018
0.314 0.131 -0.237
0.134 -0.379 0.422
-0.112 0.141 -0.157
0.015 0.010 0.027
0.038 -0.004 0.012
0.022 -0.045 0.011
-0.026 -0.034 -0.005
-0.026 -0.002 -0.004
0.033 -0.003 0.004
-0.001 -0.014 -0.002
-0.096 -0.057 0.025
-0.039 0.044 -0.036
-0.068 -0.152 0.102
0.039 0.161 -0.474
-0.165 0.078 0.738
0.144 -0.059 -0.506
0.856 0.928 -0.256
-0.038 0.003 -0.154
-0.017 0.069 -0.037
-0.018 0.004 0.013
0.017 0.022 0.037
-0.004 -0.050 -0.031
-0.067 -0.047 0.031
0.130 -0.058 0.037
0.009 -0.080 0.093
0.037 -0.021 -0.054
-0.033 -0.020 -0.008
0.002 -0.003 -0.007
0.017 0.009 0.008
-0.044 0.037 -0.019
-0.006 0.051 0.000
-0.022 0.056 0.010
-0.012 -0.011 -0.031
0.071 -0.019 0.001
0.023 0.005 -0.021
0.005 0.001 0.001
0.010 0.004 0.005
0.006 -0.002 -0.004
0.007 0.010 0.008
0.004 -0.003 -0.001
-0.001 -0.052 -0.001
0.017 -0.077 0.007
-0.001 -0.013 0.003
-0.002 -0.002 -0.008
0.003 -0.005 -0.005
0.008 -0.005 -0.002
0.045 0.084 0.063
-0.066 -0.014 0.014
0.004 -0.002 0.002
0.017 0.017 0.041
-0.005 0.001 -0.007
-0.008 -0.006 0.001
-0.002 -0.008 -0.001
-0.004 0.001 -0.009
0.015 0.000 0.000
-0.013 -0.024 -0.021
0.010 0.082 0.004
0.042 -0.017 -0.045
-0.030 -0.008 -0.020
-0.014 0.031 -0.002
-0.002 0.015 0.022
-0.008 0.012 0.004

Computed properties:
**Highest occupied orbital energy (spin up / spin down)**: -12.06 / -12.11 eV
**Total charge**: +2
**Relative energy (zero: lowest compared OMol25 entry of this formula, charge and spin)**: 1.5365 eV
**Total energy**: -4734.282036 a.u.
**Orbital gap (spin up / spin down)**: 6.194 / 6.181 eV